1.
Here is the molecule C6H10O2 at a distorted geometry from OMol25. Energies are from ωB97M-V/def2-TZVPD.

The geometry in XYZ format:
```
18
Properties=species:S:1:pos:R:3:forces:R:3
C -2.50222 1.13325 0.76022 1.23 -1.13 0.64
C -1.43230 0.73197 -0.23453 -1.00 -0.33 -2.02
C -0.49320 -0.23885 0.00582 -2.05 0.76 0.03
C 0.46072 -0.87685 -0.93484 0.42 -0.08 -0.75
C 1.76676 -1.16761 -0.14991 -0.87 0.69 0.21
C 2.48569 0.20016 0.07716 1.51 -3.65 -0.27
O 3.19649 0.68572 -0.72867 0.89 1.27 -0.86
O 2.22999 0.60521 1.33722 -3.60 1.33 -2.49
H -2.96253 2.07367 0.49015 0.10 0.22 0.33
H -3.26811 0.36439 0.89269 -0.18 0.04 -0.47
H -1.94678 1.06618 1.69972 -0.53 0.89 0.30
H -1.75490 1.00502 -1.25162 1.08 0.95 -0.15
H -1.53300 -0.75369 0.09616 1.15 -1.01 1.69
H 0.73182 -0.30975 -1.83574 -0.25 0.17 0.06
H -0.06785 -1.77238 -1.27472 0.47 -0.27 0.02
H 2.42982 -1.91256 -0.56128 0.17 0.01 -0.41
H 1.43101 -1.44545 0.84516 0.23 -0.59 -0.01
H 1.22858 0.61155 0.76702 1.20 0.73 4.18
```
Forces are in eV/Å.

Values from the calculation:
Lowest unoccupied orbital energy   0.04 eV
SMILES   C/C=C/CCC(=O)O
Charge   0
Kohn-Sham gap   8.886 eV



2.
Here is a structure of composition C36H39N11V from OMol25. Energies are from ωB97M-V/def2-TZVPD.

The geometry in XYZ format:
```
87
Properties=species:S:1:pos:R:3:forces:R:3
V 0.31490 -0.12059 0.71359 0.00 -0.06 -0.10
C 0.37909 -2.99871 2.68684 0.00 0.00 0.00
C 0.68467 -1.74494 3.44645 0.01 -0.01 0.01
C 1.13811 -1.85456 4.75792 0.00 0.00 -0.01
C 1.45145 -0.72116 5.47533 -0.01 0.00 0.00
C 1.26793 0.51639 4.87809 0.00 0.00 0.01
C 0.79360 0.57383 3.58135 0.00 -0.02 0.00
N 0.53044 -0.54119 2.86063 0.00 0.01 -0.02
C 0.49477 1.86881 2.91781 -0.01 0.01 0.00
C 0.66668 3.07634 3.57448 0.02 -0.01 0.00
C 0.29568 4.25061 2.94511 -0.01 0.01 -0.01
C -0.27583 4.17817 1.68996 0.00 -0.01 0.00
C -0.42461 2.94385 1.07377 0.00 0.00 -0.01
N -0.00537 1.80017 1.66115 -0.04 0.04 0.04
C -1.12565 2.90067 -0.23759 -0.01 0.00 -0.01
C -0.81801 3.83631 -1.21494 0.01 0.00 0.01
C -1.51860 3.78862 -2.40945 0.00 0.00 -0.01
C -2.50093 2.82682 -2.56775 0.00 0.00 0.00
C -2.75867 1.93299 -1.53022 0.00 0.00 0.00
C -3.82929 0.88951 -1.65920 0.00 0.00 0.00
N -2.06861 1.96603 -0.38182 0.00 0.00 0.01
H 0.18589 -3.81339 3.38106 0.00 0.00 0.00
H -0.48861 -2.88740 2.04325 0.00 0.00 0.00
H 1.23197 -3.29504 2.07384 0.00 0.00 0.00
H 1.23954 -2.83623 5.19906 0.00 0.00 0.00
H 1.81655 -0.79099 6.49126 0.00 0.00 0.00
H 1.48072 1.41237 5.43849 0.00 0.00 0.00
H 1.06932 3.11411 4.57366 0.01 0.00 0.00
H 0.41812 5.20297 3.44357 0.00 0.00 0.00
H -0.64416 5.06529 1.19527 0.00 0.00 0.00
H -0.04421 4.57439 -1.05239 0.00 0.00 0.00
H -1.31086 4.49869 -3.19912 0.00 0.00 0.00
H -3.08348 2.77628 -3.47784 0.00 0.00 0.00
H -4.33933 0.95907 -2.61730 0.00 0.00 0.00
H -3.40560 -0.11448 -1.57401 0.00 0.00 0.00
H -4.57300 1.01410 -0.87128 0.00 0.00 0.00
N -3.85803 -0.99081 1.23367 0.00 0.01 0.01
C -2.65248 -0.48171 1.34652 0.00 -0.01 0.00
N -1.59442 -0.96880 0.72655 -0.01 -0.01 0.00
C -1.73835 -2.08578 -0.10092 0.04 0.01 0.01
N -0.68839 -2.62819 -0.64453 -0.01 -0.03 -0.01
N 0.44348 -1.97693 -0.23356 0.01 0.08 0.03
C 1.59200 -2.44090 -0.54149 0.00 -0.02 -0.01
C 2.72771 -1.72417 0.03789 0.02 0.01 0.01
C 4.02815 -2.18433 -0.05305 -0.02 -0.02 -0.01
C 5.03005 -1.50210 0.62719 0.01 0.02 0.02
C 4.69258 -0.38608 1.37413 0.01 -0.01 0.00
C 3.36776 0.02248 1.40556 -0.01 0.00 0.00
N 2.39988 -0.61761 0.74911 0.00 0.00 0.00
C -3.06041 -2.64089 -0.30812 -0.02 0.02 0.01
C -3.29859 -3.72820 -1.15639 0.00 -0.01 0.00
C -4.57822 -4.22077 -1.29165 0.00 0.00 0.00
C -5.63601 -3.64485 -0.58206 0.01 0.00 0.00
C -5.42147 -2.57399 0.26404 -0.01 0.00 0.00
C -4.13141 -2.07998 0.39197 0.00 -0.02 -0.01
H -4.61868 -0.56910 1.75048 0.00 0.00 0.00
H -2.53013 0.38373 1.98328 0.00 0.00 0.00
H 1.70808 -3.34164 -1.13703 0.00 0.00 0.00
H 4.24677 -3.07505 -0.62701 0.00 0.00 0.00
H 6.05444 -1.84752 0.58286 0.00 0.00 0.00
H 5.43727 0.16757 1.92846 0.01 0.00 0.00
H 3.07370 0.89650 1.97449 -0.01 0.00 0.00
H -2.46992 -4.17122 -1.69048 0.00 0.00 0.00
H -4.76722 -5.06124 -1.94465 0.00 0.00 0.00
H -6.63561 -4.04288 -0.69213 0.00 0.00 0.00
H -6.24027 -2.13102 0.81741 0.00 0.00 0.00
C 2.94809 2.11806 -1.09316 0.01 0.00 0.01
N 2.60859 1.00933 -1.97649 0.02 0.01 0.01
C 3.72043 0.48835 -2.76508 0.00 0.00 -0.01
C 1.32750 0.63453 -2.17453 -0.03 -0.01 -0.03
N 0.45895 0.66249 -1.15248 0.04 -0.01 0.02
N 0.93708 0.24478 -3.39757 0.01 0.00 0.04
C -0.30024 -0.50703 -3.58035 0.00 0.00 -0.01
C 1.48689 0.83180 -4.62399 0.00 0.00 -0.01
H 3.26497 2.97994 -1.68534 0.00 0.00 0.00
H 3.77563 1.84169 -0.44063 0.00 0.00 0.00
H 2.08630 2.39701 -0.49294 -0.01 0.00 0.00
H 4.53364 0.23668 -2.08250 0.00 0.00 0.00
H 4.09857 1.21714 -3.48338 0.00 0.00 0.00
H 3.41882 -0.41212 -3.29318 0.00 0.00 0.00
H -0.48180 0.80595 -1.50900 0.00 -0.01 0.02
H -0.45756 -1.19355 -2.75153 0.00 -0.01 0.00
H -0.21776 -1.08708 -4.49740 0.00 0.00 0.00
H -1.16281 0.16077 -3.67637 0.00 0.00 0.00
H 2.10593 1.69163 -4.38883 0.00 0.00 0.00
H 0.65510 1.17083 -5.24101 0.00 0.00 0.00
H 2.06682 0.10651 -5.19385 0.00 0.00 0.00
```
Forces are in eV/Å.

Values from the calculation:
Lowest unoccupied orbital energy (alpha / beta)   -8.81 / -8.95 eV
2S+1   3
Charge   +3
<S²>   2.0119
Kohn-Sham gap (alpha / beta)   7.380 / 7.253 eV



3.
Here is a structure of composition C12H18AgF12O6P2 at a distorted geometry from OMol25. Energies are from ωB97M-V/def2-TZVPD.

The geometry in XYZ format:
```
51
Properties=species:S:1:pos:R:3:forces:R:3
Ag -1.00272 -0.31416 0.05164 -0.49 0.32 0.84
P -1.53890 -0.78725 -3.19461 -0.81 -0.61 -0.86
F -2.27653 -0.94050 -1.72763 -0.23 -0.35 -0.68
F -0.80133 -2.22750 -3.01828 -0.04 0.10 0.20
F -2.80128 -1.55498 -3.87236 0.26 0.35 0.15
F -0.82770 -0.63565 -4.64671 0.14 0.10 0.43
F -2.23462 0.64047 -3.39536 -0.08 -0.01 0.08
F -0.30052 -0.07745 -2.42039 0.51 0.16 -0.36
P -3.25688 -0.24261 2.65196 0.64 -0.03 0.24
F -3.23297 0.79547 3.89937 0.03 0.01 -0.12
F -4.85207 -0.20951 2.60509 -0.24 -0.08 0.22
F -3.19765 1.01588 1.62094 -0.04 -0.07 -0.13
F -3.24148 -1.30179 1.42057 0.09 0.20 -0.14
F -1.60269 -0.25104 2.62519 -0.24 0.04 0.11
F -3.22961 -1.47364 3.69940 -0.18 0.08 -0.10
O 0.08462 -2.30151 -0.43419 0.73 -0.18 0.17
C 0.77465 -3.27093 -0.51716 -0.92 -0.47 0.08
O 2.11035 -3.27539 -0.32219 -0.03 -0.16 0.00
C 2.61635 -4.61502 -0.46852 0.24 0.23 -0.40
C 1.53350 -5.43351 -1.16269 -0.26 -0.15 -0.17
C 0.24300 -4.66855 -0.85336 1.30 0.72 0.18
H 2.86838 -5.02095 0.51086 -0.01 0.15 0.09
H 3.51286 -4.54197 -1.08323 0.10 -0.04 0.19
H 1.57240 -6.45422 -0.78386 -0.24 -0.03 -0.11
H 1.68943 -5.46126 -2.24115 0.11 0.00 0.03
H -0.23240 -5.04064 0.05139 -0.46 0.00 -0.20
H -0.41149 -4.47878 -1.69902 -0.35 -0.50 0.15
O 1.00916 -0.01556 1.29595 0.59 0.33 0.39
C 1.84103 0.53789 0.63456 0.17 -0.07 -0.27
O 2.32343 1.77106 0.95630 -0.05 -0.03 0.19
C 3.27887 2.16861 -0.02104 1.03 0.14 -0.44
C 2.92986 1.39919 -1.29314 -0.24 -0.47 0.41
C 2.45903 0.07548 -0.68130 -0.77 0.77 0.67
H 4.29671 1.90091 0.29624 -0.18 -0.19 0.25
H 3.30365 3.25396 -0.11063 -0.47 0.00 -0.03
H 3.78857 1.19505 -1.92674 -0.03 0.49 -0.22
H 2.11201 1.89639 -1.81298 0.10 -0.10 -0.24
H 3.31825 -0.55439 -0.45675 -0.19 -0.36 -0.07
H 1.62826 -0.42803 -1.16889 0.48 -0.31 -0.48
O -1.10051 2.04786 -0.19745 0.25 0.38 -0.44
C -1.08266 3.06120 0.44224 -0.02 -0.47 0.54
O -1.55995 4.22030 -0.04060 -0.19 0.18 -0.12
C -1.62570 5.22180 0.99698 0.36 -0.38 -0.04
C -1.39029 4.45776 2.30392 -0.22 0.23 0.42
C -0.56772 3.26156 1.85580 -0.39 -0.17 -0.72
H -2.62130 5.65159 0.93586 0.09 0.25 0.01
H -0.84466 5.95709 0.79280 -0.14 0.12 -0.01
H -2.37154 4.18385 2.69558 0.15 -0.44 0.01
H -0.91410 5.04297 3.09102 0.10 0.16 -0.21
H -0.66518 2.32593 2.39982 -0.06 0.08 0.18
H 0.49003 3.49456 1.71674 0.10 0.07 0.30
```
Forces are in eV/Å.

Values from the calculation:
Lowest unoccupied orbital energy   2.35 eV
Charge   -1
Kohn-Sham gap   8.934 eV



4.
Here is the molecule C2HClN4O2 at a distorted geometry from OMol25. Energies are from ωB97M-V/def2-TZVPD.

The geometry in XYZ format:
```
10
Properties=species:S:1:pos:R:3:forces:R:3
O 3.79216 -1.53464 -0.93265 0.36 0.00 -0.64
N 2.94079 -1.62237 -0.09477 -0.24 0.26 1.82
O 2.88393 -2.45369 0.80816 -0.12 0.63 -1.03
C 1.91639 -0.55816 -0.04414 -0.97 3.99 -0.43
N 0.68719 -0.87386 -0.26543 0.31 -1.59 1.09
N -0.06626 0.18222 -0.08312 -2.30 -0.60 -1.28
N 0.57866 1.32322 0.01146 0.14 1.68 0.83
C 1.84752 1.10774 0.10687 -0.31 -5.54 -0.75
Cl 3.11676 2.17209 0.26011 0.17 0.43 0.11
H -1.13769 0.07690 -0.23737 2.95 0.73 0.29
```
Forces are in eV/Å.

Values from the calculation:
Lowest unoccupied orbital energy   -0.38 eV
SMILES   O=[N+]([O-])c1n[nH]nc1Cl
Charge   0
Kohn-Sham gap   9.733 eV



- Among the records above, which one has the highest charge?
  C36H39N11V